Formula: C56H135InN9O20
Source: OMol25
Level of theory: ωB97M-V/def2-TZVPD

Last column: Mulliken charge in e.
Atoms and positions in Å:
In: 3.020 6.486 0.681  0.93
C: 1.573 -0.417 0.052  -0.19
C: 1.354 1.032 0.134  0.33
C: 0.041 1.633 0.845  0.36
O: 0.020 2.746 1.244  -0.49
C: -0.955 0.585 1.172  -0.19
C: -0.670 -0.767 1.024  0.34
C: 0.622 -1.259 0.490  0.38
O: 0.901 -2.525 0.412  -0.56
O: -1.647 -1.565 1.503  -0.51
O: 2.180 1.873 -0.304  -0.62
H: 2.524 -0.798 -0.288  0.60
H: -1.928 0.873 1.542  0.57
C: -3.973 2.643 10.270  -1.45
C: -4.910 2.301 9.103  0.69
C: -4.698 0.915 8.524  -0.72
O: -3.324 0.730 8.247  -0.42
C: -2.779 1.447 7.109  -0.72
N: -6.263 2.473 9.564  -0.65
H: -2.935 2.363 10.088  0.34
H: -4.308 2.172 11.193  0.37
H: -4.035 3.725 10.381  0.38
H: -4.736 3.021 8.304  0.10
H: -5.302 0.795 7.624  0.38
H: -4.983 0.082 9.167  0.38
H: -3.504 1.721 6.342  0.32
H: -1.950 0.940 6.616  0.26
H: -2.383 2.385 7.497  0.25
H: -6.382 3.097 10.350  0.23
H: -6.759 1.652 9.880  0.23
C: -3.307 8.443 -0.676  -1.37
C: -2.074 7.610 -0.743  0.25
C: -1.702 7.118 -2.158  -0.73
O: -0.581 6.182 -2.027  -0.25
C: -0.582 5.247 -3.119  -0.78
N: -1.004 8.472 -0.281  -0.58
H: -3.113 9.363 -1.228  0.38
H: -3.640 8.678 0.334  0.40
H: -4.116 7.950 -1.216  0.36
H: -2.115 6.712 -0.126  0.26
H: -1.478 7.927 -2.852  0.33
H: -2.613 6.615 -2.484  0.36
H: 0.314 4.632 -3.202  0.29
H: -0.679 5.786 -4.062  0.34
H: -1.396 4.521 -3.134  0.25
H: -1.032 9.320 -0.830  0.28
H: -1.334 8.734 0.637  0.23
C: -1.507 7.653 6.382  -1.43
C: -0.863 8.506 5.315  0.38
C: -0.141 9.728 5.871  -0.80
O: -1.210 10.742 6.053  -0.32
C: -0.755 11.885 6.720  -0.73
N: 0.017 7.601 4.640  -0.66
H: -0.744 7.288 7.069  0.39
H: -1.997 6.808 5.897  0.46
H: -2.311 8.274 6.777  0.33
H: -1.546 8.846 4.537  0.29
H: 0.535 10.133 5.118  0.40
H: 0.481 9.448 6.721  0.34
H: -0.512 11.635 7.753  0.29
H: -1.542 12.636 6.649  0.25
H: 0.093 12.347 6.214  0.30
H: -0.600 6.831 4.426  0.26
H: 0.653 7.243 5.338  0.28
C: 3.636 9.162 -5.595  -1.35
C: 3.619 8.073 -4.478  0.33
C: 4.947 7.258 -4.374  -0.88
O: 4.974 6.370 -3.223  -0.22
C: 6.153 5.547 -3.113  -0.76
N: 3.279 8.666 -3.184  -0.56
H: 2.654 9.586 -5.806  0.40
H: 4.082 8.623 -6.430  0.36
H: 4.256 10.023 -5.343  0.37
H: 2.829 7.351 -4.687  0.28
H: 5.754 7.975 -4.222  0.34
H: 5.141 6.650 -5.258  0.38
H: 5.883 4.759 -2.410  0.22
H: 6.966 6.057 -2.597  0.31
H: 6.491 5.057 -4.026  0.30
H: 3.868 9.475 -3.049  0.26
H: 2.408 9.135 -3.390  0.26
C: 7.990 -0.708 0.254  -1.43
C: 9.235 -0.178 0.939  0.51
C: 10.252 -1.333 1.322  -0.74
O: 9.786 -2.207 2.351  -0.35
C: 9.973 -1.629 3.642  -0.64
N: 9.841 0.782 0.007  -0.77
H: 8.277 -1.384 -0.552  0.37
H: 7.305 0.094 -0.020  0.35
H: 7.414 -1.384 0.887  0.34
H: 9.006 0.427 1.816  0.25
H: 11.192 -0.896 1.658  0.39
H: 10.529 -1.844 0.400  0.39
H: 9.637 -2.309 4.424  0.25
H: 9.466 -0.665 3.682  0.25
H: 11.056 -1.542 3.736  0.28
H: 10.028 0.258 -0.836  0.30
H: 10.787 0.902 0.339  0.26
C: -7.952 -1.372 3.613  -0.91
C: -9.199 -2.115 4.178  -0.17
O: -10.323 -1.224 4.069  -0.54
H: -8.121 -1.048 2.586  0.27
H: -7.078 -2.023 3.577  0.26
H: -7.667 -0.489 4.185  0.33
H: -9.024 -2.358 5.226  0.24
H: -9.406 -3.038 3.637  0.22
H: -10.172 -0.486 4.664  0.30
C: -1.255 -2.928 -3.918  -0.82
C: -0.789 -4.372 -3.888  -0.33
O: -1.721 -5.081 -3.107  -0.48
H: -0.604 -2.331 -4.557  0.29
H: -1.281 -2.339 -3.001  0.23
H: -2.268 -2.809 -4.303  0.27
H: 0.248 -4.466 -3.566  0.25
H: -0.805 -4.861 -4.862  0.30
H: -2.396 -5.318 -3.748  0.28
C: 4.967 1.280 4.839  -0.86
C: 3.619 2.079 4.714  -0.25
O: 3.962 3.426 4.495  -0.51
H: 4.764 0.235 5.077  0.34
H: 5.621 1.749 5.574  0.29
H: 5.376 1.277 3.829  0.19
H: 3.116 1.942 5.671  0.27
H: 2.918 1.620 4.017  0.21
H: 3.969 3.934 5.309  0.31
C: -5.043 1.263 -2.662  -0.68
O: -5.254 0.940 -4.004  -0.28
C: -5.603 1.976 -4.874  -0.71
C: -5.683 1.567 -6.353  -0.63
N: -4.338 1.377 -6.900  -0.29
C: -4.239 0.749 -8.196  -0.71
C: -2.739 0.708 -8.644  -0.57
O: -1.976 -0.201 -7.813  -0.27
C: -0.565 -0.201 -7.837  -0.80
H: -4.908 0.305 -2.159  0.25
H: -5.989 1.611 -2.248  0.34
H: -4.183 1.921 -2.540  0.19
H: -5.014 2.877 -4.702  0.36
H: -6.564 2.300 -4.474  0.47
H: -6.223 2.397 -6.808  0.35
H: -6.378 0.733 -6.450  0.35
H: -3.873 0.810 -6.204  0.21
H: -4.830 1.290 -8.936  0.44
H: -4.654 -0.259 -8.196  0.37
H: -2.274 1.693 -8.609  0.36
H: -2.829 0.362 -9.674  0.36
H: -0.081 0.039 -8.784  0.35
H: -0.171 -1.157 -7.493  0.24
H: -0.122 0.582 -7.221  0.30
C: -6.180 -4.693 0.156  -0.69
O: -5.855 -5.869 0.905  -0.22
C: -7.100 -6.582 1.201  -0.47
C: -6.734 -7.903 1.844  -0.92
N: -5.754 -7.851 2.946  -0.34
C: -6.266 -7.136 4.094  -0.41
C: -5.115 -6.796 5.061  -0.84
O: -4.354 -5.691 4.435  -0.26
C: -3.984 -4.734 5.431  -0.79
H: -6.860 -4.088 0.755  0.23
H: -6.689 -5.019 -0.751  0.31
H: -5.261 -4.146 -0.055  0.23
H: -7.774 -6.821 0.379  0.45
H: -7.774 -6.096 1.907  0.29
H: -6.174 -8.462 1.093  0.37
H: -7.626 -8.484 2.076  0.42
H: -5.679 -8.806 3.264  0.26
H: -7.034 -7.797 4.496  0.48
H: -6.804 -6.225 3.833  0.21
H: -4.462 -7.665 5.146  0.31
H: -5.387 -6.631 6.103  0.49
H: -3.315 -5.167 6.174  0.32
H: -4.889 -4.320 5.875  0.35
H: -3.534 -3.829 5.023  0.21
C: 0.065 -9.084 -2.122  -0.77
O: 0.647 -8.558 -0.899  -0.22
C: 1.683 -9.432 -0.385  -0.50
C: 2.522 -8.567 0.538  -0.80
N: 1.886 -8.296 1.849  -0.28
C: 2.668 -7.541 2.799  -0.48
C: 1.878 -7.317 4.078  -0.63
O: 0.942 -6.245 3.780  -0.30
C: 1.370 -4.911 4.048  -0.66
H: 0.873 -9.273 -2.829  0.32
H: -0.786 -8.502 -2.476  0.20
H: -0.380 -10.056 -1.907  0.32
H: 2.428 -9.788 -1.096  0.39
H: 1.265 -10.228 0.232  0.28
H: 2.777 -7.613 0.075  0.36
H: 3.430 -9.161 0.634  0.42
H: 1.871 -9.211 2.277  0.21
H: 2.961 -6.604 2.328  0.33
H: 3.564 -8.101 3.067  0.34
H: 2.547 -7.024 4.887  0.37
H: 1.407 -8.248 4.395  0.31
H: 0.669 -4.173 3.660  0.20
H: 2.329 -4.767 3.548  0.27
H: 1.528 -4.653 5.095  0.30
C: 4.708 -0.533 -5.920  -0.74
O: 4.831 -1.884 -6.454  -0.30
C: 4.695 -2.934 -5.463  -0.44
C: 5.226 -4.246 -6.041  -0.74
N: 4.430 -4.594 -7.198  -0.38
C: 5.014 -5.805 -7.885  -0.67
C: 4.597 -5.773 -9.320  -0.65
O: 5.234 -4.616 -9.934  -0.32
C: 4.783 -4.391 -11.297  -0.77
H: 4.658 0.251 -6.676  0.25
H: 5.561 -0.368 -5.263  0.30
H: 3.834 -0.407 -5.281  0.27
H: 3.649 -2.968 -5.157  0.27
H: 5.264 -2.717 -4.559  0.43
H: 5.140 -5.115 -5.388  0.37
H: 6.296 -4.179 -6.240  0.33
H: 4.417 -3.792 -7.811  0.33
H: 4.627 -6.664 -7.338  0.39
H: 6.104 -5.818 -7.920  0.33
H: 3.515 -5.640 -9.333  0.36
H: 4.806 -6.718 -9.820  0.49
H: 3.702 -4.254 -11.287  0.31
H: 5.109 -5.138 -12.021  0.30
H: 5.165 -3.523 -11.835  0.28

Cartesian forces, eV/Å:
-0.29 0.02 -0.35
1.03 3.83 -0.38
1.51 2.92 -1.24
1.33 -3.29 0.00
-0.21 1.66 0.08
0.88 1.47 -0.74
-5.09 -3.80 2.56
-0.58 -6.79 0.40
-1.47 3.58 0.53
4.73 2.88 -2.32
-1.98 -2.30 1.17
0.05 0.01 -0.07
-0.12 -0.04 0.05
0.29 0.03 -0.47
0.03 -0.16 1.31
0.43 0.21 -0.40
0.78 -0.41 -1.50
-0.38 0.51 1.12
-1.71 0.13 -0.09
0.00 0.06 -0.04
-0.01 -0.09 -0.05
0.15 0.06 0.30
0.11 0.06 -0.18
-0.09 0.08 -0.30
0.04 0.23 0.44
-0.41 -0.30 0.07
-0.18 -0.55 0.39
0.14 0.24 -0.09
0.44 0.41 -0.18
0.35 -0.50 -0.35
-1.34 -0.39 -1.15
1.26 0.15 -1.01
-0.12 -1.05 1.34
-1.03 -0.05 -0.81
-0.14 0.40 -0.51
1.03 -0.47 1.08
-0.14 0.21 0.12
0.16 -0.06 -0.02
-0.41 0.01 0.19
-0.04 0.04 0.14
0.21 0.10 -0.02
0.15 -0.39 -0.54
0.34 0.45 0.59
0.12 0.15 -0.17
-0.45 0.13 0.58
0.10 0.20 -0.11
0.53 0.49 0.42
-1.47 1.17 -0.34
0.20 0.02 0.24
-1.59 0.89 -1.22
1.42 -1.77 0.12
-0.15 0.34 -0.14
1.44 -0.22 -1.27
-0.31 0.21 0.34
0.01 -0.16 0.11
0.07 -0.34 1.03
-0.41 0.21 0.37
0.15 -0.02 -0.17
-0.39 0.39 0.69
0.08 0.32 0.16
-0.16 -0.16 0.35
0.43 -0.15 0.01
0.37 -0.44 -0.38
0.36 -0.30 0.03
0.72 -1.33 0.45
0.37 -0.15 0.20
0.03 0.19 1.01
-0.02 0.00 -0.72
-0.83 0.15 0.80
-0.30 0.15 0.13
-0.10 -0.48 -0.14
-0.27 0.61 -0.65
0.33 -0.19 0.17
-0.09 -0.03 -0.16
0.32 0.16 -0.28
-0.10 0.20 -0.27
-0.19 -0.18 -0.14
0.22 0.44 -0.44
-0.12 0.33 -0.26
0.64 0.09 0.21
-0.64 -0.06 0.40
-0.34 -0.79 0.95
0.44 -0.43 0.01
-0.83 0.99 0.45
-0.39 -0.07 -0.77
0.57 -0.32 -0.85
0.66 -0.57 0.10
0.00 0.46 -0.55
0.27 -0.03 -0.42
0.06 0.07 0.43
-0.26 -0.30 0.25
0.18 0.41 0.14
-0.41 -0.66 0.09
-0.29 0.01 -0.30
0.09 0.05 0.39
0.12 0.52 0.52
-0.26 -0.03 -0.68
0.38 0.68 0.24
-0.16 -0.83 -0.17
0.80 1.71 -0.16
-0.06 -0.77 -0.09
-0.24 -0.02 0.00
0.07 -0.15 0.14
-0.25 -0.02 0.24
-0.01 -0.20 0.09
-0.16 0.24 -0.10
0.03 0.02 0.04
0.41 1.07 -0.92
-0.49 0.58 -0.15
0.08 -0.81 0.54
0.06 0.04 -0.37
0.28 -0.75 0.60
-0.03 -0.34 -0.26
-0.18 -0.12 0.66
0.18 0.56 -0.50
-0.30 -0.22 0.38
-1.60 0.07 -1.08
1.54 -1.31 2.10
-0.59 0.69 -0.99
0.07 0.00 0.28
-0.03 -0.11 -0.17
0.58 0.12 0.18
-0.21 0.33 0.22
0.31 0.56 -0.69
-0.09 -0.31 0.10
-0.76 -0.76 -0.28
1.21 -1.38 -0.98
-1.10 0.58 0.68
0.06 0.65 0.93
-0.77 0.38 0.76
1.30 -0.04 0.40
-0.58 -0.56 0.36
-0.83 -0.09 -0.25
0.39 0.82 -0.25
0.51 0.06 0.04
0.08 0.84 0.29
-0.11 0.25 0.28
0.83 -0.03 -0.35
-0.78 0.21 -0.66
0.29 0.21 -0.43
0.16 -0.57 0.01
0.45 -0.21 -0.14
0.21 0.34 -0.04
0.12 -0.43 -0.05
-0.19 0.17 -0.02
0.73 -0.19 -0.24
-0.51 -0.39 -0.68
-0.38 -0.05 -0.02
-0.30 0.17 0.67
0.05 -0.82 0.56
-2.21 -0.34 -0.15
1.17 -0.42 1.14
1.66 -0.55 -0.64
-0.61 0.58 -0.64
-0.02 0.01 0.87
0.46 0.22 -1.37
-0.54 -0.46 1.52
-0.59 0.05 -0.39
-0.07 0.36 -0.09
0.03 0.37 -0.33
-0.08 -0.13 -0.03
0.49 0.24 -0.79
0.30 1.03 0.14
-0.27 -0.23 -0.30
-0.44 0.10 0.18
0.45 -0.20 -0.15
-0.20 0.13 1.06
0.36 0.14 -0.24
0.29 -0.12 -0.34
-0.45 0.75 -0.13
-0.03 0.03 0.17
-0.19 -0.27 0.60
0.43 -0.45 -0.64
0.34 -0.72 1.46
0.18 -1.19 -1.17
-0.63 2.36 0.78
-0.01 0.22 0.90
-0.07 -1.00 -0.78
0.41 -0.25 -0.05
0.26 1.92 -0.99
-0.70 -0.31 1.07
0.73 -0.72 -0.32
-0.21 0.39 -0.47
0.61 0.60 0.02
0.00 -0.36 0.09
-0.60 -0.28 -0.72
-0.21 -0.42 -0.36
-0.07 -0.06 -0.19
0.67 0.14 0.39
-0.71 -0.37 0.07
0.05 0.18 0.26
0.64 0.03 0.04
0.11 0.16 0.13
-0.64 0.27 -0.14
-0.25 -0.49 -0.26
0.23 0.33 -0.14
-0.11 -0.45 0.40
0.30 -1.36 0.62
-0.16 0.68 0.38
0.40 0.45 0.00
-0.93 0.12 -0.17
0.87 -1.04 -0.57
-0.63 1.63 0.28
-0.50 0.69 -0.47
-0.24 -0.50 -1.14
-0.16 -0.17 0.34
0.19 -0.58 -0.39
0.24 0.26 -0.05
-0.38 -0.28 -0.05
-0.20 -0.37 -0.14
0.28 0.37 0.10
-0.16 0.34 0.76
0.30 0.41 -0.25
0.20 -0.08 -0.42
0.15 -0.24 -0.28
0.30 0.09 0.54
-0.27 0.11 -0.28
0.37 0.07 -0.29
-0.15 -0.37 -0.16
-0.32 -0.89 0.44
0.50 0.65 1.19

Values from the calculation:
frontier orbital gap: 2.7 eV
total charge: +1
E_tot: -119768.4875 eV
relative energy (zero: lowest compared OMol25 entry of this formula, charge and spin): 207.7 kcal per mole